No. 1
DFT (wB97M-V/def2-TZVPD) results for a molecular structure, C7H13N3O5 in a non-equilibrium geometry.

Last column: Mulliken charge in e.
Positions of all 28 atoms, in Å:
1 C -0.281 -1.903 -0.267  0.771
2 C -1.777 1.261 -0.141  0.733
3 C 3.382 0.096 -0.180  0.808
4 C -1.722 -2.147 -0.560  -1.347
5 C -2.805 1.297 0.966  -1.089
6 C 1.637 0.107 1.943  -0.780
7 C 0.737 1.049 -0.118  0.451
8 N 0.325 -0.893 -1.103  -0.324
9 N 1.707 0.658 0.626  -0.206
10 N 0.980 1.722 -1.303  -0.421
11 O 3.137 -0.061 -1.346  -0.596
12 O 0.341 -2.516 0.560  -0.579
13 O -1.866 1.307 -1.322  -0.539
14 O 4.110 0.162 0.707  -0.465
15 O -0.485 1.158 0.474  -0.245
16 H -2.471 -1.900 0.160  0.205
17 H -1.923 -3.188 -0.776  0.360
18 H -1.907 -1.632 -1.413  0.448
19 H -3.009 0.249 1.291  0.232
20 H -2.381 2.070 1.592  0.333
21 H -3.667 1.512 0.417  0.399
22 H 2.706 0.118 2.410  0.287
23 H 0.960 0.891 2.408  0.272
24 H 1.060 -0.729 1.828  0.238
25 H 0.092 -1.161 -2.049  0.288
26 H 0.251 2.206 -1.781  0.261
27 H 1.537 1.267 -2.008  0.255
28 H 1.332 -1.001 -1.014  0.252

Properties
Charge: 0
Largest force on an atom in Eh/bohr: 0.0868
LUMO in Ha: 0.01583
Molar mass in g/mol: 219.2
ΔE to the lowest compared entry with this formula, charge and spin in kJ/mol: 265.14

No. 2
DFT (wB97M-V/def2-TZVPD) results for CH6N4O2 in the gas phase.

Last column: Mulliken charge in e.
Positions of all 13 atoms, in Å:
1 C 0.142 -0.335 0.140  0.321
2 H -2.221 -0.662 0.969  0.253
3 H -2.668 -1.421 -0.412  0.249
4 H 1.582 -1.676 -0.093  0.300
5 H 2.171 0.271 -1.175  0.342
6 H 0.704 1.502 0.722  0.343
7 H -1.744 1.097 -0.395  0.458
8 N -2.069 -0.708 -0.041  -0.461
9 N -0.737 -1.187 -0.258  -0.487
10 N 1.469 -0.743 0.310  -0.197
11 N -0.142 0.962 0.589  -0.258
12 O 2.404 0.148 -0.242  -0.413
13 O -0.944 1.681 -0.340  -0.450

Properties
Charge: 0
Largest force on an atom in Eh/bohr: 0.0179
LUMO in Ha: 0.02977
Molar mass in g/mol: 106.1
Structure (SMILES): NN=C(NO)NO
ΔE to the lowest compared entry with this formula, charge and spin in kJ/mol: 331.99

No. 3
DFT (wB97M-V/def2-TZVPD) results for a molecular structure, C41H48F3I2N2O4PSb2TeV in a non-equilibrium geometry.

Last column: Mulliken charge in e.
Positions of all 105 atoms, in Å:
1 V -0.041 0.118 -0.306  1.305
2 I -6.837 -0.810 -3.620  0.040
3 C -4.942 -0.223 -2.913  -0.667
4 C -4.123 0.558 -3.713  -0.130
5 C -2.884 0.916 -3.229  -0.546
6 I -1.564 2.070 -4.387  0.009
7 C -2.399 0.528 -1.955  -0.322
8 O -1.209 0.910 -1.573  0.468
9 C -3.270 -0.275 -1.172  0.617
10 C -2.871 -0.707 0.219  -1.033
11 N -1.526 -1.316 0.249  1.217
12 C -1.449 -2.582 -0.497  -1.198
13 C -0.342 -2.499 -1.512  0.763
14 C -0.079 -3.541 -2.382  -0.889
15 C 0.891 -3.387 -3.359  -0.498
16 C 1.542 -2.163 -3.438  -1.185
17 C 1.228 -1.175 -2.534  -0.612
18 N 0.321 -1.325 -1.547  0.677
19 C -4.516 -0.636 -1.665  -0.092
20 H -4.448 0.873 -4.695  0.433
21 H -3.622 -1.406 0.606  0.603
22 H -2.826 0.156 0.878  -0.335
23 H -1.293 -1.490 1.223  -0.998
24 H -2.388 -2.749 -1.028  0.425
25 H -1.296 -3.430 0.175  0.500
26 H -0.647 -4.458 -2.303  0.523
27 H 1.112 -4.185 -4.054  0.442
28 H 2.281 -1.975 -4.204  0.540
29 H 1.695 -0.200 -2.602  0.713
30 H -5.166 -1.246 -1.047  0.446
31 C -1.158 5.793 -1.099  -1.769
32 C -0.863 4.324 -0.893  1.358
33 O -0.357 4.147 0.442  -0.206
34 P -0.470 2.794 1.295  -0.023
35 O 0.450 1.716 0.721  0.525
36 Te -0.255 3.325 3.562  -0.406
37 O -1.964 2.265 0.915  0.420
38 C -3.077 3.096 1.305  -0.053
39 C -4.375 2.330 1.168  -1.202
40 H -1.404 5.966 -2.147  0.407
41 H -0.283 6.390 -0.842  0.376
42 H -1.988 6.124 -0.474  0.349
43 H -0.116 3.985 -1.611  -0.296
44 H -1.752 3.710 -1.040  -0.104
45 H -3.103 3.985 0.668  0.069
46 H -2.936 3.427 2.337  0.297
47 H -4.494 1.933 0.158  0.222
48 H -5.200 3.014 1.367  0.491
49 H -4.426 1.508 1.884  0.261
50 F 9.060 -1.255 -0.126  -0.347
51 C 7.771 -0.873 -0.074  0.279
52 C 6.800 -1.834 0.120  -0.551
53 C 5.472 -1.428 0.166  -0.581
54 C 5.125 -0.089 0.023  -0.303
55 C 6.135 0.852 -0.164  0.047
56 C 7.465 0.468 -0.216  -0.807
57 Sb 3.058 0.534 0.129  0.244
58 C 3.643 2.144 1.441  0.333
59 C 3.245 3.463 1.285  -0.293
60 C 3.636 4.436 2.194  -0.601
61 C 4.409 4.063 3.271  0.251
62 F 4.769 4.995 4.174  -0.366
63 C 4.829 2.759 3.458  -0.677
64 C 4.449 1.806 2.528  -0.369
65 C 3.175 1.545 -1.783  -0.238
66 C 2.229 2.515 -2.101  1.161
67 C 2.204 3.109 -3.354  -1.048
68 C 3.126 2.695 -4.295  0.289
69 F 3.107 3.256 -5.517  -0.373
70 C 4.064 1.718 -4.023  -0.982
71 C 4.085 1.144 -2.760  -0.113
72 H 7.082 -2.873 0.230  0.442
73 H 4.695 -2.170 0.317  0.339
74 H 5.879 1.900 -0.270  0.476
75 H 8.258 1.189 -0.364  0.447
76 H 2.621 3.756 0.450  0.167
77 H 3.325 5.467 2.085  0.461
78 H 5.449 2.507 4.308  0.457
79 H 4.783 0.781 2.652  0.496
80 H 1.496 2.799 -1.357  -0.865
81 H 1.483 3.874 -3.612  0.690
82 H 4.764 1.416 -4.792  0.467
83 H 4.817 0.378 -2.539  0.496
84 C -2.181 0.281 5.841  -1.293
85 C -0.701 0.041 5.561  -0.708
86 Sb -0.347 -0.297 3.449  -0.615
87 C -0.790 -2.498 3.459  -0.473
88 C -0.483 -3.282 4.732  -1.259
89 C 1.802 -0.566 3.609  0.355
90 C 2.388 -0.846 4.986  -1.389
91 H -2.360 0.433 6.908  0.361
92 H -2.791 -0.567 5.520  0.322
93 H -2.530 1.172 5.314  0.271
94 H -0.325 -0.815 6.123  0.456
95 H -0.112 0.915 5.838  0.484
96 H -0.222 -2.920 2.621  0.305
97 H -1.854 -2.605 3.221  0.429
98 H 0.584 -3.284 4.950  0.212
99 H -0.800 -4.325 4.637  0.414
100 H -1.006 -2.861 5.591  0.267
101 H 2.219 0.365 3.230  -0.454
102 H 2.053 -1.357 2.896  0.418
103 H 2.174 -0.029 5.676  0.288
104 H 3.476 -0.942 4.916  0.414
105 H 2.008 -1.768 5.425  0.235

Properties
Multiplicity: 2
Charge: 0
Largest force on an atom in Eh/bohr: 0.0646
LUMO (spin up / spin down) in Ha: -0.01306 / -0.01544
Molar mass in g/mol: 1396.7

No. 4
DFT (wB97M-V/def2-TZVPD) results for a molecular structure, C19H20BKN9O4S in a non-equilibrium geometry.

Last column: Mulliken charge in e.
Positions of all 55 atoms, in Å:
1 K 8.511 4.681 13.618  1.055
2 C 7.941 4.132 10.320  -1.272
3 C 6.669 4.536 10.703  -0.191
4 N 6.220 3.850 11.767  -0.730
5 N 7.139 2.920 11.915  0.449
6 C 8.173 3.060 11.151  0.186
7 B 6.922 1.701 12.944  0.308
8 N 5.942 2.195 13.945  0.359
9 C 4.716 1.716 14.201  -0.147
10 C 4.232 2.347 15.328  -0.944
11 C 5.245 3.234 15.710  -0.122
12 N 6.244 3.148 14.872  -0.550
13 N 8.300 1.276 13.465  0.403
14 C 8.631 0.001 13.890  -0.400
15 C 9.833 0.087 14.574  -0.851
16 C 10.123 1.452 14.589  -0.443
17 N 9.181 2.153 13.922  -0.435
18 H 8.542 4.397 9.502  0.515
19 H 6.027 5.376 10.379  0.377
20 H 8.973 2.210 11.103  0.275
21 H 6.487 0.719 12.458  -0.179
22 H 4.380 0.805 13.620  0.328
23 H 3.291 2.132 15.821  0.389
24 H 5.311 4.109 16.420  0.344
25 H 7.902 -0.669 13.509  0.504
26 H 10.434 -0.713 15.006  0.346
27 H 10.944 1.968 14.975  0.488
28 C 5.185 6.743 12.783  -0.633
29 O 5.717 6.129 13.940  -0.535
30 H 4.350 7.385 13.104  0.303
31 H 4.755 6.030 12.033  0.234
32 H 5.853 7.415 12.244  0.275
33 H 5.805 5.166 13.795  0.324
34 O 13.634 12.241 18.851  -0.675
35 S 12.262 12.613 18.576  1.151
36 O 11.904 14.013 18.771  -0.671
37 O 11.212 11.694 18.990  -0.672
38 C 12.088 12.323 16.812  0.128
39 N 12.225 13.374 15.995  -0.520
40 C 12.070 13.045 14.694  -0.090
41 C 11.850 11.801 14.155  -0.767
42 C 11.552 10.848 15.138  0.586
43 N 11.779 11.097 16.431  -0.301
44 C 11.160 9.460 14.794  0.998
45 C 11.024 8.574 15.859  -0.419
46 C 10.537 7.279 15.603  -0.501
47 N 10.167 6.817 14.365  -0.458
48 C 10.278 7.708 13.359  -0.173
49 C 10.769 9.027 13.495  -0.698
50 H 12.119 13.861 13.907  0.296
51 H 11.754 11.741 13.117  0.326
52 H 11.378 8.882 16.864  0.475
53 H 10.420 6.641 16.449  0.403
54 H 10.102 7.338 12.351  0.372
55 H 10.711 9.696 12.603  0.181

Properties
Charge: -1
Largest force on an atom in Eh/bohr: 0.0881
LUMO in Ha: 0.05834
Molar mass in g/mol: 520.4
ΔE to the lowest compared entry with this formula, charge and spin in kJ/mol: 9.11

No. 5
DFT (wB97M-V/def2-TZVPD) results for C5H7OP in the gas phase in a non-equilibrium geometry.

Last column: Mulliken charge in e.
Positions of all 14 atoms, in Å:
1 C -1.956 0.239 -0.651  -0.198
2 C -2.964 -0.157 0.144  -0.402
3 C -0.636 0.193 -0.525  -0.235
4 C -4.030 -0.185 0.738  -0.187
5 C 3.185 -0.218 -0.067  -0.644
6 O 1.843 0.168 -0.182  -0.211
7 P 0.639 -0.590 0.637  -0.098
8 H -2.213 0.795 -1.515  0.306
9 H 0.461 0.629 1.503  0.047
10 H -0.150 0.684 -1.354  0.341
11 H -4.821 -0.400 1.345  0.458
12 H 3.363 0.017 0.964  0.291
13 H 3.920 0.120 -0.786  0.247
14 H 3.358 -1.294 -0.249  0.283

Properties
Charge: 0
Largest force on an atom in Eh/bohr: 0.1028
LUMO in Ha: 0.02695
Molar mass in g/mol: 114.1
Structure (SMILES): C#C/C=C\POC
ΔE to the lowest compared entry with this formula, charge and spin in kJ/mol: 329.84

No. 6
DFT (wB97M-V/def2-TZVPD) results for 2 unconnected molecules or ions with the total composition C2H2Cl6 in a non-equilibrium geometry.

Last column: Mulliken charge in e.
Positions of all 10 atoms, in Å:
1 C 2.959 1.257 0.113  0.080
2 Cl 3.214 -0.243 -0.812  -0.127
3 Cl 2.975 1.119 1.902  -0.121
4 Cl 1.621 2.158 -0.474  -0.097
5 H 3.882 1.791 -0.115  0.267
6 C -2.760 -1.192 -0.165  0.039
7 Cl -3.666 0.309 -0.732  -0.122
8 Cl -3.486 -2.728 -0.834  -0.121
9 Cl -3.014 -1.286 1.625  -0.111
10 H -1.725 -1.185 -0.509  0.313

Properties
Charge: 0
Largest force on an atom in Eh/bohr: 0.0387
LUMO in Ha: 0.01449
Molar mass in g/mol: 238.8
Structure (SMILES): ClC(Cl)Cl.ClC(Cl)Cl
ΔE to the lowest compared entry with this formula, charge and spin in kJ/mol: 46.15

Q: What is the charge in the third record?
A: 0

Q: charge of number 3 (C41H48F3I2N2O4PSb2TeV)?
A: 0

Q: What is the molar mass in the second record?
A: 106.1 g/mol